1.
Molecular formula: C19H28Cl10F3IN2O2S2
Method: DFT, ωB97M-V/def2-TZVPD

The value obtained for the electronic energy is -190379.9436 eV. The LUMO energy comes out at -0.015 eV. Its SMILES is CC(C)=N[C@@]1(S)OC(=O)[C@@H](N=C=S)[C@]1(I)C(F)(F)F.ClCCCl.ClCCCl.ClCCCl.ClCCCl.ClCCCl. Its energy above the lowest of the compared OMol25 structures with the same formula, charge and spin is 0.0 kcal/mol. The calculation puts the HOMO-LUMO gap at 9.0 eV. As for the molar mass: 919.01 g/mol.

```
67
Properties=species:S:1:pos:R:3:forces:R:3
C 3.71132 2.34068 -2.74390 -0.8116 -0.6601 -1.3503
C 2.54511 1.64030 -2.11243 -0.3143 -0.1285 -0.5311
C 2.85078 0.29761 -1.54733 0.4006 0.4977 1.3537
N 1.39549 2.21011 -2.14760 1.2786 1.4652 1.2770
C 0.59138 2.43146 -1.01750 -1.0277 -1.5746 -2.1597
S 1.40148 2.23969 0.61272 0.5165 0.1027 0.6785
O 0.25167 3.84369 -0.97081 0.2508 0.1445 0.9337
C -0.80024 3.93133 -0.10098 0.0653 -0.4961 0.4760
O -1.11516 4.91785 0.46784 -0.1558 0.5914 -0.0011
C -1.49108 2.54436 0.04398 -0.9673 -0.1712 -1.1171
N -2.95818 2.68414 -0.02018 0.6356 -0.3546 0.8537
C -3.55678 2.47585 1.01956 -0.1008 0.5286 -0.5594
S -4.34772 2.27285 2.33630 -0.1870 -0.0527 0.1618
C -0.84581 1.85194 -1.16698 -0.6137 0.4292 0.2738
I -1.87751 2.73686 -2.87579 0.4681 -0.2433 -0.3109
C -0.99834 0.35388 -1.32105 -0.9698 -0.0502 -0.0801
F -0.35486 -0.11481 -2.40128 0.2124 -0.0078 0.5514
F -2.29946 0.02025 -1.48904 0.3964 -0.0172 0.2752
F -0.58779 -0.31467 -0.21861 0.3298 0.0442 -0.3073
H 4.44147 2.58386 -1.97915 0.0616 0.0585 0.1323
H 3.33210 3.21228 -3.26313 0.1707 0.3389 0.1729
H 4.14958 1.68719 -3.49998 0.4272 -0.0133 0.1100
H 3.31734 -0.34829 -2.28089 -0.1433 0.0049 -0.3194
H 2.01101 -0.18759 -1.06751 -0.1843 -0.1474 -0.2282
H 3.60749 0.43853 -0.76867 0.0856 -0.0755 0.0480
H 1.31010 0.93826 0.93176 -0.1652 -0.1009 -0.4659
H -1.25928 2.01087 0.95779 0.4963 0.2477 0.1888
Cl 1.97079 -2.57298 -3.07986 -0.0705 -0.1479 -0.0754
C 0.25605 -3.06963 -3.14390 -0.0790 0.0071 -0.0168
C 0.08366 -4.55238 -2.96379 -0.0473 -0.1091 0.1091
Cl 0.71794 -5.48590 -4.34712 0.0024 -0.0228 0.0029
H -0.15231 -2.73333 -4.09312 0.0555 -0.0071 -0.0394
H -0.25649 -2.54386 -2.34276 0.0143 -0.0380 0.0522
H -0.97840 -4.78283 -2.89023 0.1752 0.0809 -0.0284
H 0.58675 -4.90457 -2.06651 0.0874 0.0099 -0.0356
Cl -4.88117 -7.12044 -5.07511 0.0065 0.0139 -0.0124
C -3.55831 -7.37357 -3.91004 0.0537 -0.0836 -0.0155
C -3.68172 -6.47426 -2.70773 0.0607 -0.0718 0.0903
Cl -3.40820 -4.76064 -3.12344 -0.2660 0.0458 -0.0123
H -2.61674 -7.21338 -4.42960 -0.0136 0.0594 -0.0287
H -3.60719 -8.41331 -3.59169 -0.0324 0.0019 0.0324
H -2.92963 -6.74681 -1.96870 0.0385 -0.0015 -0.0301
H -4.66281 -6.55228 -2.24792 -0.0434 0.0547 -0.0537
Cl 3.28001 6.72344 3.65866 0.0267 0.0037 0.0055
C 2.75112 7.06697 1.98986 -0.0459 0.0859 -0.0355
C 2.47691 5.81057 1.20863 -0.1137 -0.0484 -0.1068
Cl 3.96712 4.88399 0.87555 0.0402 0.0099 0.0165
H 3.51877 7.67112 1.51403 0.0631 -0.0359 0.0304
H 1.83829 7.65535 2.05973 -0.0379 -0.0439 0.0163
H 2.03910 6.06373 0.24488 0.0060 0.0143 -0.0072
H 1.78846 5.15546 1.73631 0.0335 -0.0262 0.0317
Cl -5.21615 -0.91165 3.31501 -0.0140 -0.1243 0.0335
C -4.43776 -1.43177 4.82997 0.0174 -0.1242 -0.0059
C -4.92501 -0.64173 6.01606 -0.0047 -0.0366 0.0931
Cl -4.38999 1.05780 5.95395 -0.0174 0.0118 -0.0101
H -3.36241 -1.33593 4.70449 0.0018 0.0746 -0.0274
H -4.67731 -2.48472 4.96845 -0.0472 0.0059 0.0249
H -4.52080 -1.06934 6.93186 0.0433 0.0004 -0.0106
H -6.00973 -0.64890 6.07806 -0.0157 0.0499 -0.0509
Cl 4.66580 0.76248 1.90465 -0.0060 0.0477 0.0029
C 3.98682 -0.23071 3.21786 0.0073 0.0337 0.0831
C 3.67735 -1.63269 2.76428 0.0188 -0.0670 0.0831
Cl 2.32126 -1.67435 1.60150 -0.0009 -0.0169 -0.0130
H 3.09634 0.26916 3.59082 -0.0219 0.0267 -0.0520
H 4.72751 -0.25501 4.01488 0.0336 -0.0472 -0.0210
H 3.38111 -2.23806 3.61881 -0.0480 0.0246 0.0101
H 4.53765 -2.09703 2.29041 -0.0154 0.0301 -0.0854
```
Positions in Å, forces in eV/Å.



2.
Molecular formula: C2H3Br2N3
Method: DFT, ωB97M-V/def2-TZVPD

The value obtained for the electronic energy is -146675.5139 eV. The LUMO energy comes out at -0.569 eV. Its SMILES is Brn1cnnc1.Br. Its energy above the lowest of the compared OMol25 structures with the same formula, charge and spin is 61.7 kcal/mol. The calculation puts the HOMO-LUMO gap at 9.3 eV. As for the molar mass: 228.88 g/mol.

```
10
Properties=species:S:1:pos:R:3:forces:R:3
C -1.15054 1.10694 0.24873 0.3429 -1.2400 0.2660
C -0.15541 -0.74770 -0.41616 -1.3578 2.1926 2.4366
N 0.10324 1.31635 -0.00234 -0.7302 2.3311 0.8783
N 0.72204 0.19971 -0.32393 -0.0207 -1.0217 -1.5870
N -1.39729 -0.28649 0.13006 1.8802 0.9882 -1.5900
Br 3.56184 -0.93841 0.28813 -0.3981 1.4769 -0.3760
Br -2.95595 -1.26024 0.25620 0.2869 0.3502 -0.0667
H 2.85055 0.34626 -0.09562 0.7420 -1.7935 0.4576
H -1.75311 1.95215 0.56301 -0.5840 -0.8014 0.0022
H 0.17462 -1.68857 -0.64808 -0.1611 -2.4824 -0.4211
```
Positions in Å, forces in eV/Å.



Number 1: F_max 2.86 eV/Å. Number 2: F_max 3.55 eV/Å.